Computed, not measured: a 2-piece molecular cluster, C3H7FNO2 overall at a distorted geometry, with ωB97M-V with the def2-TZVPD basis set.

Last column: natural (NBO) charge in e.
Atoms and positions in Å:
F1 -2.824 0.077 -0.777  -0.9811
O1 0.859 -1.150 1.974  -0.4303
O2 0.514 0.904 2.346  -0.4380
N1 0.419 -0.063 1.589  0.5176
C1 0.317 1.228 -0.613  -0.6109
C2 0.099 -1.269 -0.593  -0.6134
C3 -0.144 0.014 0.177  -0.0878
H1 -0.267 -1.137 -1.623  0.2398
H2 1.197 -1.412 -0.690  0.1946
H3 -1.068 0.426 0.778  0.3172
H4 -0.398 -2.131 -0.132  0.2377
H5 -0.056 1.140 -1.644  0.2427
H6 -0.074 2.157 -0.181  0.2282
H7 1.427 1.215 -0.612  0.1839

## Properties
* energy above the lowest of the compared OMol25 structures with the same formula, charge and spin: 106.2 kJ/mol
* total charge: -1
* multiplicity: 1
* lowest unoccupied orbital energy: 3.9396 eV
* max |F|: 0.08221 hartree/bohr
* E_HOMO: -0.143 hartree



Computed, not measured: a 3-piece molecular cluster, C32H39INO6P overall at a distorted geometry, with ωB97M-V with the def2-TZVPD basis set.

Last column: Mulliken charge in e.
Atoms and positions in Å:
I1 -0.488 3.012 -2.981  -0.0329
P1 3.593 -0.857 -1.706  0.0644
O1 2.625 1.072 0.610  -0.5700
O2 -3.376 7.452 -0.324  -0.3792
O3 1.903 4.698 -2.627  -0.4678
O4 4.766 -2.817 2.551  -0.3103
O5 4.320 -2.077 -2.669  -0.5282
O6 -1.413 -1.042 2.393  -0.5541
N1 4.713 -0.673 -0.360  -0.4987
C1 -3.399 -5.921 -3.255  -0.6922
C2 -0.540 -2.718 0.078  -0.7107
C3 -2.169 3.216 1.040  -0.7753
C4 -1.992 -5.588 -2.977  -0.5208
C5 0.273 -3.508 -0.841  1.2251
C6 1.459 3.756 -0.433  -0.2674
C7 -2.529 -5.321 -0.562  -0.1044
C8 1.502 0.697 0.377  0.0347
C9 0.233 3.034 0.206  0.1304
C10 1.977 -1.548 -1.021  0.2756
C11 3.078 -2.582 4.327  -1.1412
C12 1.153 -0.758 -0.092  0.2957
C13 -5.882 -6.363 -2.413  -1.1458
C14 -0.014 -4.970 -1.300  -0.8344
C15 -4.781 9.242 -1.259  -1.0164
C16 -2.529 7.307 -1.455  -0.2375
C17 1.512 -2.887 -1.365  -1.0778
C18 5.902 -2.790 3.402  -0.4047
C19 1.200 3.989 -1.984  0.2440
C20 3.570 -3.344 3.109  -0.2345
C21 -0.984 3.840 0.447  -0.4388
C22 -3.925 -5.647 -0.805  -0.8053
C23 -1.505 -5.280 -1.622  0.4509
C24 -3.922 8.744 -0.109  -0.3361
C25 6.326 -4.162 3.894  -1.0542
C26 -0.907 -0.503 1.434  -0.0302
C27 0.251 1.626 0.558  0.1409
C28 -0.968 1.008 1.120  0.4231
C29 -1.302 8.202 -1.415  -1.1362
C30 -4.389 -5.972 -2.172  0.7426
C31 -0.075 -1.369 0.421  0.4783
C32 -2.171 1.785 1.366  -0.8430
H1 3.696 -4.408 3.335  0.3025
H2 5.552 -4.636 4.499  0.2647
H3 5.731 -2.106 4.240  0.3287
H4 -3.100 7.461 -2.377  0.3382
H5 -1.568 9.260 -1.416  0.3445
H6 4.856 -2.620 -2.053  0.2897
H7 -0.998 4.923 0.179  0.4475
H8 6.715 -2.358 2.814  0.3176
H9 -3.722 -6.177 -4.297  0.2851
H10 6.533 -4.824 3.050  0.3017
H11 4.445 -1.275 0.429  0.2245
H12 -1.303 -5.586 -3.858  0.2686
H13 -4.208 9.346 -2.182  0.2615
H14 2.812 -3.283 2.325  0.2647
H15 -4.540 8.670 0.788  0.3136
H16 7.227 -4.084 4.507  0.3798
H17 -1.481 -3.126 0.501  0.1956
H18 -4.686 -5.705 0.005  0.3086
H19 -0.669 8.016 -2.286  0.3991
H20 -0.719 8.011 -0.511  0.2889
H21 0.621 -5.295 -2.160  0.4408
H22 -6.578 -5.490 -2.447  0.2589
H23 5.653 -0.940 -0.665  0.2911
H24 -2.204 -5.099 0.483  0.3623
H25 -5.963 -6.987 -3.349  0.3244
H26 -2.205 6.264 -1.465  0.2085
H27 2.137 -3.005 4.685  0.4006
H28 -3.125 9.458 0.124  0.3031
H29 2.919 -1.530 4.080  0.2564
H30 2.438 3.262 -0.224  0.4102
H31 -3.040 1.261 1.822  0.4306
H32 -5.596 8.542 -1.458  0.2879
H33 0.268 -5.639 -0.431  0.3426
H34 3.795 -2.620 5.150  0.3357
H35 -6.167 -7.063 -1.575  0.3191
H36 -5.208 10.218 -1.019  0.3839
H37 2.158 -3.486 -2.055  0.4031
H38 -3.050 3.875 1.211  0.4192
H39 1.477 4.793 0.015  0.3388

## Properties
* SMILES string: Cc1ccc(Cc2cc3c(c(P(N)O)c2)C(=O)c2c(CC(=O)I)cccc2C3=O)cc1.CCOCC.CCOCC
* multiplicity: 1
* lowest unoccupied orbital energy: -0.7550 eV
* max |F|: 0.05549 hartree/bohr
* E_HOMO: -0.303 hartree



Computed, not measured: a 2-piece molecular cluster, C4H6N2 overall at a distorted geometry, with ωB97M-V with the def2-TZVPD basis set.

Last column: natural (NBO) charge in e.
Atoms and positions in Å:
N1 -1.850 -0.765 -1.494  -0.3362
N2 1.287 1.047 1.320  -0.6214
C1 -0.830 0.980 0.186  -0.5855
C2 0.234 0.386 1.086  0.1771
C3 0.832 -1.318 -1.039  -0.1980
C4 -1.375 -0.011 -0.750  0.3259
H1 -0.390 1.806 -0.379  0.2737
H2 1.135 -1.009 -2.060  0.0955
H3 -0.010 -0.592 1.512  0.1697
H4 0.728 -2.419 -1.116  0.0954
H5 -1.654 1.380 0.791  0.2631
H6 1.895 0.513 1.942  0.3407

## Properties
* energy above the lowest of the compared OMol25 structures with the same formula, charge and spin: 545.3 kJ/mol
* multiplicity: 1
* lowest unoccupied orbital energy (alpha / beta): -0.8545 / -0.8604 eV
* max |F|: 0.02132 hartree/bohr
* E_HOMO (alpha / beta): -0.343 / -0.344 hartree



Computed, not measured: a 3-piece molecular cluster, C5H11NO overall at a distorted geometry, with ωB97M-V with the def2-TZVPD basis set.

Last column: natural (NBO) charge in e.
Atoms and positions in Å:
O1 -1.660 0.614 -1.822  -0.6456
N1 0.444 -0.356 -1.752  -0.8688
C1 1.335 1.269 0.317  -0.6928
C2 -1.077 -0.738 0.149  -0.5519
C3 0.031 1.509 0.759  -0.1028
C4 -0.056 -1.597 0.879  -0.6299
C5 -0.785 -0.103 -1.372  0.6855
H1 0.615 -2.093 0.177  0.2323
H2 2.076 1.085 1.089  0.2347
H3 -1.781 -1.429 -0.330  0.2479
H4 1.717 1.981 -0.408  0.2548
H5 -1.740 -0.143 0.773  0.2225
H6 0.644 -0.060 -2.700  0.3778
H7 -0.279 1.254 1.762  0.1995
H8 1.221 0.237 -0.707  0.4082
H9 -0.562 -2.379 1.447  0.2147
H10 0.547 -1.061 1.611  0.1914
H11 -0.689 2.013 0.131  0.2228

## Properties
* energy above the lowest of the compared OMol25 structures with the same formula, charge and spin: 426.0 kJ/mol
* multiplicity: 1
* lowest unoccupied orbital energy: -0.7003 eV
* max |F|: 0.08016 hartree/bohr
* E_HOMO: -0.330 hartree



Computed, not measured: a 2-piece molecular cluster, C4H11N3O overall at a distorted geometry, with ωB97M-V with the def2-TZVPD basis set.

Last column: natural (NBO) charge in e.
Atoms and positions in Å:
O1 0.798 -0.934 -2.101  -0.5695
N1 -1.385 1.550 -0.762  -0.6511
N2 2.360 -0.821 0.843  -0.6400
N3 -0.184 0.956 -1.202  -0.5334
C1 -1.165 -1.340 -0.740  -0.7297
C2 1.365 -0.028 0.978  0.0750
C3 0.617 0.044 2.279  -0.6972
C4 -0.059 -0.520 -1.338  0.7174
H1 -2.110 -1.141 -1.255  0.2413
H2 0.352 1.428 -1.931  0.3792
H3 -1.204 2.517 -0.499  0.3636
H4 1.261 0.426 3.076  0.2343
H5 -1.295 -1.111 0.317  0.2465
H6 0.212 -0.934 2.551  0.2248
H7 -0.234 0.723 2.169  0.2062
H8 -0.925 -2.399 -0.847  0.2481
H9 0.927 0.769 0.084  0.2024
H10 -2.073 1.562 -1.515  0.3428
H11 2.742 -0.747 -0.109  0.3392

## Properties
* energy above the lowest of the compared OMol25 structures with the same formula, charge and spin: 319.0 kJ/mol
* SMILES string: [H]/N=C/C.CC(=O)NN
* multiplicity: 1
* lowest unoccupied orbital energy: 0.6656 eV
* max |F|: 0.08458 hartree/bohr
* E_HOMO: -0.312 hartree



Computed, not measured: C57H72N2O4RuS3 as an isolated structure at a distorted geometry, with ωB97M-V with the def2-TZVPD basis set.

Last column: Mulliken spin population.
Atoms and positions in Å:
Ru1 1.703 -1.588 0.069  0.7215
S1 4.869 -1.230 -0.487  0.0275
S2 1.891 -2.553 -2.476  0.0469
S3 2.959 -3.846 0.405  0.0761
O1 0.069 -0.307 -0.821  0.0350
O2 0.931 -1.725 2.195  0.0312
O3 -0.392 -3.083 -0.172  0.0393
O4 2.572 0.777 0.608  0.0188
N1 6.456 -0.536 -2.534  -0.0005
N2 4.168 -0.423 -2.851  -0.0001
C1 -1.889 4.975 2.830  0.0000
C2 -3.269 1.892 5.274  0.0004
C3 -1.207 -1.805 3.213  -0.0031
C4 3.079 -4.634 -1.132  -0.0027
C5 9.967 0.257 -1.830  0.0002
C6 -0.319 -4.489 -0.312  -0.0033
C7 -4.367 -1.867 0.164  -0.0016
C8 -6.559 -1.312 -1.014  0.0000
C9 0.460 5.847 2.851  0.0000
C10 7.687 -0.531 -1.875  0.0015
C11 1.143 1.839 2.203  0.0081
C12 0.962 2.418 -0.151  0.0039
C13 -6.181 -0.598 1.332  -0.0001
C14 7.929 -1.243 -0.700  0.0017
C15 2.768 -4.835 -3.616  0.0003
C16 8.728 0.211 -2.439  -0.0009
C17 0.278 0.060 3.615  -0.0015
C18 -0.931 3.160 -6.176  0.0000
C19 -1.223 -0.499 -2.798  -0.0033
C20 1.283 2.107 -1.594  0.0043
C21 -2.343 -2.060 -1.154  -0.0039
C22 0.044 -1.174 2.932  0.0131
C23 -0.056 3.837 1.534  0.0006
C24 0.369 2.941 2.508  0.0019
C25 -1.648 -1.912 -2.476  -0.0049
C26 -6.454 -3.038 0.757  0.0000
C27 -0.241 1.974 -3.596  0.0051
C28 -1.126 1.302 -4.436  -0.0044
C29 -0.311 0.183 -1.936  0.0012
C30 3.669 -6.021 -1.069  -0.0004
C31 -2.977 1.757 -6.079  -0.0006
C32 -1.676 -2.586 -0.049  -0.0045
C33 1.526 0.842 3.270  -0.0015
C34 3.802 1.310 1.074  -0.0010
C35 2.654 -4.101 -2.307  0.0328
C36 9.168 -1.179 -0.091  0.0006
C37 -1.460 1.760 -5.848  0.0009
C38 -0.955 6.109 0.827  0.0000
C39 -0.623 5.173 1.992  0.0001
C40 5.196 -0.730 -2.031  0.0004
C41 -0.804 0.769 -6.825  -0.0007
C42 -2.311 -2.646 1.194  -0.0006
C43 1.525 1.654 0.872  -0.0107
C44 -1.593 0.063 -3.998  0.0014
C45 0.170 1.451 -2.385  -0.0109
C46 10.193 -0.432 -0.649  0.0000
C47 0.171 3.506 0.204  -0.0014
C48 -3.682 -1.712 -1.030  0.0005
C49 -2.801 0.533 5.817  0.0009
C50 -1.559 -3.055 2.437  -0.0043
C51 -5.872 -1.690 0.300  0.0001
C52 -2.094 0.736 7.167  -0.0001
C53 -3.645 -2.290 1.273  0.0004
C54 -4.048 -0.320 6.072  -0.0003
C55 -0.630 0.548 4.530  0.0004
C56 -1.836 -0.090 4.818  -0.0037
C57 -2.098 -1.262 4.117  0.0003
H1 -3.022 -1.796 4.289  0.0001
H2 7.145 -1.835 -0.265  -0.0011
H3 6.485 -0.096 -3.448  0.0005
H4 2.121 1.397 -1.596  -0.0019
H5 3.267 -0.825 -2.560  -0.0012
H6 4.558 -6.107 -1.696  0.0001
H7 -7.542 -3.003 0.785  0.0000
H8 3.658 1.963 1.939  0.0003
H9 -1.275 1.447 7.083  0.0000
H10 0.168 2.927 -3.904  0.0002
H11 -3.804 1.754 4.336  0.0000
H12 4.287 1.891 0.278  -0.0002
H13 1.777 -4.962 -4.050  0.0008
H14 -2.666 4.509 2.230  0.0000
H15 -2.305 -2.271 -3.275  -0.0006
H16 0.667 5.265 3.744  0.0000
H17 0.143 6.840 3.160  0.0000
H18 -7.255 -0.516 1.496  0.0000
H19 -5.811 0.361 0.971  0.0000
H20 1.592 3.023 -2.107  0.0003
H21 -1.119 -4.998 0.233  -0.0010
H22 0.649 -4.793 0.091  -0.0002
H23 -0.987 1.069 -7.857  -0.0001
H24 -6.375 -2.062 -1.781  0.0000
H25 -2.181 -3.725 3.042  0.0000
H26 -0.377 1.467 5.043  0.0006
H27 0.155 3.190 -6.115  0.0000
H28 -0.629 -3.559 2.165  -0.0010
H29 8.554 0.752 -3.361  -0.0001
H30 -2.253 5.933 3.197  0.0000
H31 -1.202 -0.231 -6.680  0.0000
H32 -6.151 -3.822 0.065  0.0000
H33 -2.799 1.116 7.906  0.0000
H34 0.123 3.119 3.542  -0.0002
H35 -2.247 -0.514 -4.637  0.0000
H36 3.231 -5.812 -3.508  -0.0015
H37 9.337 -1.722 0.828  0.0000
H38 1.383 5.940 2.283  0.0000
H39 3.351 -4.241 -4.321  0.0016
H40 -0.225 4.122 -0.589  0.0001
H41 10.757 0.844 -2.278  0.0000
H42 -1.218 3.421 -7.194  0.0000
H43 2.270 0.138 2.886  -0.0032
H44 -6.214 -0.345 -1.370  0.0000
H45 4.449 0.482 1.358  0.0006
H46 -1.691 -0.209 7.526  0.0000
H47 -3.470 2.442 -5.391  0.0001
H48 -1.276 7.074 1.221  0.0000
H49 -3.392 0.763 -5.933  0.0000
H50 -4.185 -1.343 -1.910  0.0000
H51 -5.704 -0.810 2.285  0.0000
H52 -1.692 4.339 3.686  0.0000
H53 -4.674 0.171 6.817  0.0000
H54 0.270 0.735 -6.655  0.0003
H55 -2.422 2.545 5.085  -0.0001
H56 -3.780 -1.303 6.452  0.0000
H57 -0.742 -2.524 -2.474  -0.0019
H58 3.945 -6.232 -0.041  0.0008
H59 -3.932 2.387 5.984  0.0000
H60 -4.638 -0.436 5.165  0.0001
H61 -6.097 -3.307 1.747  0.0000
H62 1.923 1.353 4.154  -0.0001
H63 -1.349 3.906 -5.503  0.0001
H64 -1.757 5.699 0.216  0.0000
H65 -7.636 -1.249 -0.854  0.0000
H66 -4.129 -2.370 2.235  0.0003
H67 -0.369 -4.781 -1.369  0.0013
H68 11.162 -0.389 -0.173  0.0000
H69 4.299 -0.365 -3.849  0.0015
H70 -0.079 6.273 0.201  0.0000
H71 -3.199 2.070 -7.099  0.0000
H72 2.934 -6.757 -1.396  -0.0014

## Properties
* energy above the lowest of the compared OMol25 structures with the same formula, charge and spin: 45.4 kJ/mol
* total charge: -1
* multiplicity: 2
* lowest unoccupied orbital energy (alpha / beta): 1.0854 / 1.3371 eV
* max |F|: 0.06366 hartree/bohr
* E_HOMO (alpha / beta): -0.154 / -0.151 hartree